# 1
Molecular formula: C3H3O3S
Method: DFT, ωB97M-V with the def2-TZVPD basis set

Properties
DFT total energy: -739.92935 a.u.
2S+1: 1
total charge: -1

Positions of all 10 atoms, in Å:
1 C 0.059 1.629 -0.745
2 C -0.089 2.677 -1.285
3 C 0.119 0.463 0.034
4 O -1.018 4.840 -0.035
5 O 1.335 5.059 0.181
6 O 0.204 4.093 -2.150
7 S 0.206 5.341 -0.691
8 H -0.193 0.759 0.996
9 H -0.675 -0.243 -0.321
10 H 1.068 -0.085 0.248

Mulliken population analysis, charges in e, atoms 1 to 6:
1 C 0.14
2 C 0.32
3 C -1.23
4 O -0.57
5 O -0.53
6 O -0.45



# 2
Molecular formula: C3H3O3S
Method: DFT, ωB97M-V with the def2-TZVPD basis set

Properties
DFT total energy: -740.01424 a.u.
2S+1: 1
total charge: -1

Positions of all 10 atoms, in Å:
1 C 3.347 0.148 -0.080
2 C -0.299 0.833 -0.184
3 C -1.613 0.733 0.331
4 O -2.467 1.646 0.305
5 O -1.918 -0.501 0.928
6 O 3.599 0.912 0.741
7 S 1.005 -0.315 0.237
8 H 0.083 1.547 -0.943
9 H 1.290 -0.665 -0.953
10 H -1.459 -1.039 0.310

Mulliken population analysis, charges in e, atoms 1 to 6:
1 C 0.05
2 C -0.53
3 C 0.53
4 O -0.72
5 O -0.50
6 O -0.23



# 3
Molecular formula: C3H3O3Yb
Method: DFT, ωB97M-V with the def2-TZVPD basis set

Properties
DFT total energy: -1500.10426 a.u.
2S+1: 3
total charge: +1

Positions of all 10 atoms, in Å:
1 O -1.535 1.134 -1.277
2 O 2.234 -0.758 -1.113
3 C 1.481 -0.404 -0.180
4 O 0.266 -0.958 -0.205
5 C -0.632 -0.163 0.547
6 H -1.087 -0.787 1.329
7 C -1.719 0.484 -0.268
8 H -0.247 0.791 1.024
9 H -2.743 0.202 0.065
10 Yb 3.982 0.460 0.079

Mulliken population analysis, charges in e, atoms 1 to 6:
1 O -0.43
2 O -0.38
3 C 0.55
4 O -0.21
5 C -0.21
6 H 0.37



# 4
Molecular formula: C3H3O4
Method: DFT, ωB97M-V with the def2-TZVPD basis set

Properties
DFT total energy: -417.11880 a.u.
2S+1: 1
total charge: -1
SMILES: O=C([O-])/C(O)=C/O

Positions of all 10 atoms, in Å:
1 C -0.053 -1.278 0.442
2 C -0.036 -0.086 -0.150
3 C 1.204 0.938 -0.314
4 O 2.349 0.724 0.044
5 O 0.703 2.023 -0.868
6 O -1.309 -1.811 0.826
7 O -1.162 0.630 -0.428
8 H 0.886 -1.677 0.583
9 H -1.879 -1.094 0.544
10 H -0.704 1.632 -0.679

Mulliken population analysis, charges in e, atoms 1 to 6:
1 C -0.34
2 C 0.26
3 C 0.54
4 O -0.67
5 O -0.76
6 O -0.57



Question: Look up the DFT total energy of the second one.
Answer: -740.01424 a.u.



What did the third record say?
Molecular formula: C3H3O3Yb
Method: DFT, ωB97M-V with the def2-TZVPD basis set

Properties
DFT total energy: -1500.10426 a.u.
2S+1: 3
total charge: +1

Positions of all 10 atoms, in Å:
1 O -1.535 1.134 -1.277
2 O 2.234 -0.758 -1.113
3 C 1.481 -0.404 -0.180
4 O 0.266 -0.958 -0.205
5 C -0.632 -0.163 0.547
6 H -1.087 -0.787 1.329
7 C -1.719 0.484 -0.268
8 H -0.247 0.791 1.024
9 H -2.743 0.202 0.065
10 Yb 3.982 0.460 0.079

Mulliken population analysis, charges in e, atoms 1 to 6:
1 O -0.43
2 O -0.38
3 C 0.55
4 O -0.21
5 C -0.21
6 H 0.37



Repeat the fourth record exactly.
Molecular formula: C3H3O4
Method: DFT, ωB97M-V with the def2-TZVPD basis set

Properties
DFT total energy: -417.11880 a.u.
2S+1: 1
total charge: -1
SMILES: O=C([O-])/C(O)=C/O

Positions of all 10 atoms, in Å:
1 C -0.053 -1.278 0.442
2 C -0.036 -0.086 -0.150
3 C 1.204 0.938 -0.314
4 O 2.349 0.724 0.044
5 O 0.703 2.023 -0.868
6 O -1.309 -1.811 0.826
7 O -1.162 0.630 -0.428
8 H 0.886 -1.677 0.583
9 H -1.879 -1.094 0.544
10 H -0.704 1.632 -0.679

Mulliken population analysis, charges in e, atoms 1 to 6:
1 C -0.34
2 C 0.26
3 C 0.54
4 O -0.67
5 O -0.76
6 O -0.57